Below is the ion C10H9O with charge +1, with properties calculated with wB97M-V/def2-TZVPD.

Element x y z (Å)
O1 2.1387 1.3721 0.5555
C1 3.2435 0.7042 0.5003
C2 -2.6978 0.9568 0.2638
C3 0.9998 0.7361 0.2861
C4 -1.5123 -1.2895 0.2070
C5 1.0303 -0.6669 0.0121
C6 3.4358 -0.6217 0.1087
C7 -2.1803 -0.0984 0.8292
C8 -0.2218 -1.4225 -0.1440
C9 2.2585 -1.3549 -0.1247
C10 -3.3099 2.1080 0.0674
H1 -2.1263 -2.1815 0.1759
H2 -2.5481 -0.0546 1.8272
H3 -2.6859 3.0616 0.2579
H4 4.1349 1.3619 0.5368
H5 4.2647 -1.1366 0.2814
H6 -0.0242 -2.2971 -0.5898
H7 0.1301 1.3191 0.5485
H8 2.2868 -2.3766 -0.5815
H9 -4.3409 2.2297 -0.3370

Calculated values
- energy (a.u.) = -461.27003
- E_LUMO (eV) = -5.52
- molar mass (g/mol) = 145.18
- net charge = +1
- F_max (eV/Å) = 6.05
- HOMO level (eV) = -12.94

***

Below is the molecule C3H6N2O2, with properties calculated with wB97M-V/def2-TZVPD.

Element x y z (Å)
O1 -2.5330 -0.2221 -0.4562
O2 0.3319 0.1656 1.2920
N1 -0.1959 -0.2576 -0.8232
N2 -1.0079 -0.3255 1.3507
C1 2.0723 0.5644 -0.3385
C2 0.6889 0.1514 -0.0114
C3 -1.3148 -0.6786 -0.0395
H1 -1.2582 -2.0015 -0.0510
H2 2.0600 1.3855 -1.0505
H3 2.5890 0.8569 0.5701
H4 -2.4171 0.2006 -1.3198
H5 2.5877 -0.2758 -0.8004
H6 -1.6030 0.4367 1.6777

Calculated values
- energy (a.u.) = -377.82780
- E_LUMO (eV) = 0.89
- molar mass (g/mol) = 102.09
- net charge = 0
- F_max (eV/Å) = 4.69
- HOMO level (eV) = -9.17

***

Below is the molecule C5H8O2, with properties calculated with wB97M-V/def2-TZVPD.

Element x y z (Å)
O1 -0.5612 -1.6770 -0.9636
O2 0.5651 1.6684 0.0254
C1 0.8052 -1.2880 -0.8175
C2 0.9723 -0.6279 0.5479
C3 -0.1174 0.4086 0.1483
C4 -1.3347 0.6730 1.0048
C5 -0.2291 -0.3201 -1.2041
H1 -1.0177 0.9557 2.0156
H2 -2.0050 -0.1888 1.0744
H3 1.7829 0.1051 0.5615
H4 -1.8726 1.5210 0.5720
H5 1.5287 -1.8207 -1.4289
H6 -0.4720 0.1131 -2.1702
H7 1.0446 1.7284 -0.8126
H8 0.9107 -1.2508 1.4473

Calculated values
- energy (a.u.) = -345.71037
- E_LUMO (eV) = 0.93
- molar mass (g/mol) = 100.12
- net charge = 0
- F_max (eV/Å) = 1.27
- HOMO level (eV) = -10.00

***

Below is a cluster of 13 separate species, C5H38N2O12S in total, with properties calculated with wB97M-V/def2-TZVPD.

Element x y z (Å)
S1 -0.2365 -0.9848 2.9513
O1 3.3020 -0.1417 -2.1481
O2 3.6091 -2.3117 -0.0079
O3 0.7772 -0.4149 -3.5826
O4 1.8403 -3.7565 1.9287
O5 -2.6492 3.0898 -1.9095
O6 2.0872 3.0442 1.7609
O7 -0.6113 3.6324 0.5650
O8 2.9725 0.5400 2.2890
O9 0.5447 1.8467 -2.2790
O10 1.6675 -2.5553 -1.9987
O11 2.9501 1.9565 -0.5257
O12 -1.0805 -4.3165 1.2183
N1 -0.6305 0.3629 -0.2582
N2 -3.2284 0.1463 1.4046
C1 -1.8750 -0.2553 -0.6652
C2 -1.9321 -0.3973 3.3519
C3 -2.4151 0.7524 2.4848
C4 -2.1634 -0.3693 -2.1918
C5 -3.0541 0.4763 -0.0046
H1 -1.9527 3.4161 -1.3164
H2 2.5651 0.3990 3.1470
H3 3.0588 -2.8542 0.5776
H4 -3.0700 1.4413 3.0205
H5 2.7760 1.0923 -0.9465
H6 0.4996 2.8077 -2.3578
H7 -1.5879 -3.5751 1.5651
H8 2.6441 2.9383 0.9498
H9 2.5225 0.0940 1.5700
H10 -4.2068 0.1935 1.6311
H11 -1.9400 -0.1934 4.4257
H12 -1.9746 -1.3098 -0.3599
H13 3.5469 -1.0614 -1.9417
H14 3.8029 -1.5117 0.4916
H15 4.1783 0.2316 -2.3149
H16 -0.8675 4.5102 0.8481
H17 -2.0941 2.4752 -2.4091
H18 2.1314 2.4173 -0.7485
H19 0.7748 -2.3166 -1.7312
H20 2.5200 2.2470 2.1286
H21 1.8288 -3.4766 -1.7794
H22 -1.5708 1.2899 2.0704
H23 -0.5855 -1.2876 1.6889
H24 -2.7971 1.5438 -0.1581
H25 -2.5199 -1.3044 3.2553
H26 -0.6350 1.3599 -0.3855
H27 0.1277 -0.1185 -0.7170
H28 1.0283 -1.2871 -3.2443
H29 0.0447 1.4648 -3.0079
H30 -3.2441 -0.3150 -2.3202
H31 -1.6914 0.3952 -2.8020
H32 1.5730 -3.2445 2.6925
H33 1.6331 -0.1342 -3.9302
H34 -0.0558 3.1781 1.2136
H35 -1.6092 -4.7067 0.5160
H36 -4.0015 0.4121 -0.5306
H37 1.1481 -4.2284 1.4590
H38 -1.8749 -1.3260 -2.6328

Calculated values
- energy (a.u.) = -1623.83291
- E_LUMO (eV) = 0.02
- molar mass (g/mol) = 350.43
- net charge = 0
- F_max (eV/Å) = 2.08
- HOMO level (eV) = -8.55

***

Below is a structure of composition C31H39N9O6W, with properties calculated with wB97M-V/def2-TZVPD.

Element x y z (Å)
W1 0.0290 0.7604 -0.1185
O1 -0.9652 2.7200 -3.4617
O2 -0.5812 1.0997 -1.9557
O3 3.5437 -5.0429 -1.9974
O4 3.5176 1.6849 1.5869
O5 1.3318 1.3599 1.0826
O6 1.5783 -5.0825 3.4828
N1 0.4102 -0.8604 1.3356
N2 -0.1510 3.8621 1.5690
N3 -1.3212 2.0890 0.4509
N4 1.4645 2.0897 -1.1483
N5 1.1168 -0.8624 -1.1272
N6 -1.7173 -0.4129 -0.1072
N7 -2.4428 -2.5950 0.6081
N8 -1.6645 -2.3911 -1.4430
N9 -1.7043 4.4515 0.0829
C1 -1.9293 -1.7664 -0.2888
C2 0.9425 -2.8416 3.2088
C3 2.6303 -2.9115 -2.3191
C4 2.6253 2.3892 -0.5608
C5 -1.0874 3.4624 0.6848
C6 -0.2362 2.1755 -2.7039
C7 0.3309 -1.6438 3.5826
C8 3.4373 -4.0069 -2.9296
C9 1.5174 -0.7990 -2.4227
C10 2.2015 -2.9997 -0.9928
C11 -0.0536 5.3460 1.4768
C12 3.2608 3.6856 -2.4421
C13 1.1546 2.5981 -2.3399
C14 -2.8097 -2.3871 2.0046
C15 1.4684 -1.9828 -0.4356
C16 1.0368 -1.9865 0.9694
C17 2.0224 3.4238 -3.0232
C18 0.0798 -0.6917 2.6290
C19 -2.0245 -3.8201 -1.3530
C20 -2.7315 1.7251 0.1187
C21 -2.6556 4.4779 -1.0462
C22 -2.6538 -3.9393 0.0373
C23 1.2952 -2.9986 1.8708
C24 -1.6942 -1.7738 -2.7679
C25 1.2356 -3.9280 4.1985
C26 -0.0994 3.2815 2.9262
C27 -2.8487 0.2925 0.5496
C28 3.5736 3.1661 -1.1824
C29 2.2673 -1.7640 -3.0326
C30 -1.3078 5.7414 0.7095
C31 2.6575 1.8133 0.8079
H1 -2.1991 4.0833 -1.9508
H2 -2.1506 -4.6755 0.6627
H3 1.9516 -5.7482 4.0724
H4 -2.1328 6.1023 1.3241
H5 4.5189 3.3731 -0.6954
H6 -1.1397 -4.4442 -1.4748
H7 -3.7173 -4.1755 0.0174
H8 4.4121 -3.5867 -3.2139
H9 -0.8300 3.7673 3.5744
H10 0.0474 -1.4586 4.6116
H11 -2.5255 -3.2737 2.5691
H12 -2.6329 -2.0257 -3.2635
H13 -0.8780 -2.1611 -3.3757
H14 2.0489 -3.5776 4.8476
H15 -0.3969 0.2417 2.8935
H16 2.5566 -1.6344 -4.0683
H17 0.8451 5.6052 0.9185
H18 -3.4166 2.3510 0.6880
H19 1.7895 -3.9116 1.5707
H20 0.3571 -4.0755 4.8372
H21 -2.8971 1.8315 -0.9527
H22 -2.7261 -4.0650 -2.1485
H23 0.8971 3.4178 3.3397
H24 2.9470 -4.3207 -3.8609
H25 -2.2914 -1.5372 2.4276
H26 -1.1030 6.4732 -0.0673
H27 -3.5717 3.9431 -0.8207
H28 0.0210 5.7866 2.4667
H29 -3.8035 -0.1473 0.2667
H30 -1.6201 -0.7000 -2.6816
H31 3.9798 4.3101 -2.9589
H32 -3.8873 -2.2521 2.1039
H33 2.4703 -3.8744 -0.4184
H34 1.7355 3.8420 -3.9807
H35 4.0949 -5.7564 -2.3400
H36 -2.7751 0.2651 1.6385
H37 -0.3136 2.2210 2.8763
H38 -2.9165 5.5176 -1.2204
H39 1.2023 0.0619 -2.9880

Calculated values
- energy (a.u.) = -2214.75090
- E_LUMO (eV) = -14.05
- molar mass (g/mol) = 817.55
- net charge = +4
- F_max (eV/Å) = 1.32
- HOMO level (eV) = -19.51

***

What energy above the lowest of the compared OMol25 structures with the same formula, charge and spin values result from the calculations? In sequence: 75.8, 82.5, 59.4, 9.5, 0.0 kcal/mol.